94
Properties=species:S:1:pos:R:3:forces:R:3:mulliken_spin:R:1 method="wB97M-V/def2-TZVPD" e_above_lowest_kcal_mol=21.9 lumo_ha="-0.0268 / -0.0268" charge=-1 multiplicity=2
Tc 0.5716 -1.1843 -1.1711 -0.74 0.59 0.25 0.84
C 2.4174 3.8756 4.6111 -0.02 -0.03 -0.01 0.00
C 1.8895 2.4479 4.6728 -0.01 0.04 0.04 0.00
N 1.2522 2.0352 3.4295 -0.02 -0.05 -0.03 0.00
C 2.0326 1.4903 2.4502 -0.04 -0.05 0.04 0.00
C 1.5880 1.0005 1.2716 0.14 0.08 0.00 -0.01
C 2.6549 0.5679 0.2773 -0.07 -0.22 -0.11 0.01
O 3.7997 0.9396 0.4983 -0.02 0.05 0.02 0.00
O 2.2583 -0.0994 -0.7354 0.08 0.05 0.01 0.00
C 0.1727 0.9474 1.0632 0.01 0.03 0.22 0.03
O -0.4476 0.2636 0.2544 0.21 -0.38 -0.36 0.01
C -0.6128 1.8173 1.9572 -0.06 0.05 0.01 0.00
C -1.9198 2.1205 1.5817 -0.06 -0.01 -0.09 0.00
C -2.6900 2.8477 2.4429 -0.07 -0.09 -0.04 0.00
F -3.9951 3.1229 2.1442 0.04 0.01 0.00 0.00
C -2.2004 3.3057 3.6638 0.08 -0.03 -0.02 0.00
C -0.8942 3.0373 4.0218 -0.05 0.12 -0.03 0.00
C -0.0747 2.2956 3.1600 0.15 -0.02 -0.04 0.00
N -3.0424 4.0250 4.5792 0.03 0.01 0.11 0.00
C -3.9878 3.1702 5.2697 -0.12 -0.03 -0.05 0.00
C -4.5546 3.9108 6.4631 0.03 -0.01 -0.01 0.00
N -5.1882 5.1875 5.9678 -0.01 0.01 -0.01 0.00
C -4.2078 6.0407 5.1990 -0.01 -0.02 -0.01 0.00
C -3.6857 5.2090 4.0462 0.01 0.04 -0.03 0.00
H 2.9001 4.1461 5.5514 0.00 0.00 0.00 0.00
H 1.6118 4.5855 4.4160 0.01 0.01 0.00 0.00
H 3.1497 3.9688 3.8090 0.00 0.01 0.00 0.00
H 1.1776 2.3230 5.4893 0.00 -0.02 0.00 0.00
H 2.6999 1.7468 4.8641 0.01 -0.01 -0.02 0.00
H 3.0962 1.4403 2.6484 -0.01 0.00 0.00 0.00
H -2.2694 1.7834 0.6089 -0.02 -0.02 0.04 0.00
H -0.5286 3.4479 4.9524 0.00 -0.04 0.01 0.00
H -3.4792 2.2724 5.6173 0.01 0.02 0.03 0.00
H -4.8143 2.8418 4.6150 0.03 0.00 -0.01 0.00
H -3.7661 4.2050 7.1531 -0.01 0.00 0.01 0.00
H -5.3214 3.3409 6.9843 -0.01 0.00 0.00 0.00
H -5.5905 5.7110 6.7430 0.01 0.01 0.02 0.00
H -5.9563 4.9417 5.3384 -0.01 -0.01 0.00 0.00
H -3.4147 6.3069 5.8949 0.00 0.01 0.00 0.00
H -4.7383 6.9307 4.8657 0.00 0.00 0.00 0.00
H -2.9631 5.7914 3.4763 0.02 0.02 0.04 0.00
H -4.5199 4.9788 3.3648 0.02 -0.03 -0.02 0.00
O 0.1095 -3.9442 2.3042 0.14 0.17 -0.02 0.00
As 1.5228 -2.9865 1.7940 -0.18 -0.58 0.39 -0.01
O 2.1336 -2.2100 3.0954 -0.05 0.05 -0.01 0.00
O 0.8262 -2.0082 0.6405 0.06 0.32 -0.18 0.02
C 2.7077 -4.4879 1.3664 0.19 0.17 0.22 0.00
C 3.4515 -4.8842 2.4728 0.05 0.02 -0.09 0.00
C 4.2713 -6.0051 2.4034 0.02 -0.06 -0.06 0.00
C 4.3606 -6.7338 1.2266 0.01 0.03 0.10 0.00
C 3.6270 -6.3367 0.1164 0.00 0.03 -0.08 0.00
C 2.8089 -5.2249 0.1939 -0.17 0.06 -0.14 0.00
S 1.8578 -4.6726 -1.2457 0.33 0.01 0.34 0.00
O 2.5586 -3.2629 -1.3006 0.05 -0.05 -0.50 0.00
O 0.5114 -4.5070 -0.6492 -0.07 -0.16 0.00 0.00
O 0.1636 -2.1935 -2.3815 0.03 0.20 0.14 0.09
H -0.2535 -4.2824 1.4713 -0.02 -0.05 -0.08 0.00
H 3.3945 -4.2949 3.3794 -0.03 0.01 0.00 0.00
H 4.8464 -6.3002 3.2730 0.01 -0.01 -0.01 0.00
H 5.0073 -7.6011 1.1669 0.00 0.00 0.01 0.00
H 3.7006 -6.8759 -0.8212 -0.01 0.01 0.00 0.00
C 3.8154 -2.5873 -6.9998 -0.05 -0.02 -0.02 0.00
C 2.3916 -2.6688 -6.5158 0.00 0.01 -0.05 0.00
C 1.6991 -3.8671 -6.6084 0.04 0.00 -0.02 0.00
C 0.4183 -3.9861 -6.0907 0.01 -0.02 0.03 0.00
C -0.1791 -2.9027 -5.4781 -0.02 -0.01 -0.01 -0.01
C 0.4868 -1.6823 -5.4134 0.04 0.08 0.04 0.00
N -0.0754 -0.5707 -4.7320 -0.14 -0.07 -0.03 0.00
C -1.4253 -0.3045 -4.6763 0.05 -0.09 0.06 0.01
C -2.2756 -0.7197 -5.7169 -0.09 0.03 -0.04 0.00
C -3.6296 -0.4548 -5.6871 0.05 -0.02 -0.01 0.00
C -4.1917 0.2507 -4.6287 -0.02 0.02 0.02 0.00
C -3.3564 0.7021 -3.6225 -0.03 0.03 -0.04 0.00
C -1.9890 0.4447 -3.6161 0.04 -0.09 0.04 0.03
C -1.1895 1.0286 -2.4685 0.19 0.31 -0.18 -0.01
O -1.6854 1.9491 -1.8152 -0.07 -0.17 0.15 0.01
O 0.0148 0.5887 -2.2972 0.14 -0.28 -0.08 -0.03
C 1.7786 -1.5548 -5.9307 0.03 0.06 0.03 0.00
C 2.5271 -0.2611 -5.7678 -0.04 0.00 -0.02 0.00
H 4.1561 -3.5621 -7.3488 0.00 0.00 0.01 0.00
H 4.4813 -2.2643 -6.1963 -0.01 0.00 0.03 0.00
H 3.9271 -1.8745 -7.8218 0.00 0.01 0.01 0.00
H 2.1894 -4.7312 -7.0427 0.00 0.01 -0.01 0.00
H -0.0910 -4.9415 -6.1155 -0.02 0.00 -0.01 0.00
H -1.1476 -2.9989 -5.0069 0.00 -0.02 0.00 0.00
H 0.3967 -0.3110 -3.8693 0.06 0.15 -0.17 0.00
H -1.8499 -1.2651 -6.5483 -0.02 0.03 0.00 0.00
H -4.2529 -0.8054 -6.5022 0.00 0.00 0.00 0.00
H -5.2557 0.4504 -4.5976 0.00 0.01 0.00 0.00
H -3.7442 1.2862 -2.7979 0.01 -0.01 0.00 0.00
H 1.8342 0.5756 -5.6934 0.00 0.02 -0.02 0.00
H 3.2109 -0.0840 -6.5988 -0.01 0.00 -0.01 0.00
H 3.1181 -0.2816 -4.8463 -0.01 -0.04 0.01 0.00
Te 3.8778 -2.9220 -2.9655 -0.08 -0.18 0.28 0.00